Run a
{"formula": "C2H4O2", "method": "the ωB97M-V functional and the def2-TZVPD basis", "symbols": ["O", "C", "C", "O", "H", "H", "H", "H"], "xyz": [[-1.335, 1.219, -0.744], [-0.580, 0.889, 0.134], [0.468, -0.187, 0.067], [0.565, -0.856, -1.160], [-0.639, 1.293, 1.165], [0.060, -0.953, 0.808], [1.442, 0.117, 0.453], [0.018, -1.522, -0.725]], "gap_ev": 10.6406, "molar_mass_g_mol": 60.05, "smiles": "O=CCO", "e_lumo_ev": 0.61, "e_homo_ev": -10.0}

---

Run b
{"formula": "C2H4O2", "method": "the ωB97M-V functional and the def2-TZVPD basis", "symbols": ["C", "O", "H", "H", "C", "O", "H", "H"], "xyz": [[-1.695, -0.838, 0.578], [-2.465, -1.581, 1.110], [-2.050, -0.259, -0.299], [-0.641, -0.620, 0.834], [1.858, 0.657, -0.985], [2.224, 1.719, -0.612], [1.410, 0.523, -1.980], [2.028, -0.276, -0.428]], "gap_ev": 10.8755, "molar_mass_g_mol": 60.05, "smiles": "C=O.C=O", "e_lumo_ev": 0.47, "e_homo_ev": -10.4}

---

Run c
{"formula": "C2H4O2", "method": "the ωB97M-V functional and the def2-TZVPD basis", "symbols": ["C", "C", "H", "H", "H", "H", "O", "O"], "xyz": [[-1.225, 0.628, 0.577], [0.649, -0.471, -0.479], [-0.311, 1.151, 1.278], [-2.105, 1.414, 0.206], [-1.851, -0.357, 1.258], [0.760, -0.922, -1.465], [-0.584, 0.020, -0.598], [1.454, -0.299, 0.364]], "gap_ev": 11.7278, "molar_mass_g_mol": 60.05, "e_lumo_ev": 0.78, "e_homo_ev": -10.9}

---

The calculated energies rank the structures as follows, beginning with the most stable: run a, run c, run b.

---

Run a
{"formula": "C2H4O2", "method": "the ωB97M-V functional and the def2-TZVPD basis", "symbols": ["C", "C", "O", "O", "H", "H", "H", "H"], "xyz": [[-1.794, -0.233, -1.273], [1.332, -0.225, 0.302], [0.853, 0.035, 1.444], [-2.290, 0.852, -1.418], [-1.925, -1.161, -0.651], [0.283, 0.637, 1.638], [1.247, 0.732, -0.282], [2.292, -0.638, 0.240]], "gap_ev": [8.0595, 8.5444], "molar_mass_g_mol": 60.05, "e_lumo_ev": [0.41, 0.49], "e_homo_ev": [-7.7, -8.0]}

---

Run b
{"formula": "C2H4O2", "method": "the ωB97M-V functional and the def2-TZVPD basis", "symbols": ["C", "O", "H", "H", "C", "O", "H", "H"], "xyz": [[0.575, -8.159, -3.163], [1.796, -8.074, -2.959], [-0.079, -7.314, -2.842], [0.075, -9.019, -3.670], [3.499, -6.585, -2.254], [2.618, -5.849, -1.835], [4.595, -6.401, -2.156], [3.190, -7.487, -2.833]], "gap_ev": 9.4324, "molar_mass_g_mol": 60.05, "smiles": "C=O.C=O", "e_lumo_ev": 0.19, "e_homo_ev": -9.2}

---

The calculated energies rank the structures as follows, beginning with the most stable: run b, run a.

---

Run a
{"formula": "C3H6NOS2", "method": "the ωB97M-V functional and the def2-TZVPD basis", "symbols": ["C", "C", "C", "N", "O", "S", "S", "H", "H", "H", "H", "H", "H"], "xyz": [[0.873, 0.508, 1.171], [1.186, -0.156, -0.099], [-1.194, -0.128, 0.011], [-0.062, -0.069, -0.884], [-0.333, -0.888, -1.968], [-1.961, -1.551, 0.603], [-2.066, 1.327, 0.183], [0.887, -0.103, 2.044], [0.828, 1.613, 1.283], [2.083, 0.223, -0.677], [1.571, -1.210, -0.079], [-0.896, -1.662, -1.602], [-0.915, 2.095, 0.013]], "gap_ev": [6.4603, 5.3810], "molar_mass_g_mol": 136.22, "e_lumo_ev": [3.42, 3.45], "total_charge": -1, "e_homo_ev": [-3.0, -1.9]}

---

Run b
{"formula": "C3H6NOS2", "method": "the ωB97M-V functional and the def2-TZVPD basis", "symbols": ["O", "N", "C", "C", "C", "S", "S", "H", "H", "H", "H", "H", "H"], "xyz": [[0.192, 1.053, 1.766], [0.248, -0.088, 0.957], [1.370, -0.157, 0.005], [0.400, -0.596, -1.091], [-0.691, -0.082, -0.158], [-1.280, 1.690, -0.624], [-2.080, -1.259, 0.117], [-0.273, 1.726, 1.175], [2.140, -0.867, 0.316], [1.818, 0.821, -0.192], [0.471, -0.075, -2.043], [0.362, -1.673, -1.246], [-2.678, -0.495, 1.019]], "gap_ev": 6.8141, "molar_mass_g_mol": 136.22, "smiles": "ON1CC[C@@]1([S-])S", "e_lumo_ev": 3.51, "total_charge": -1, "e_homo_ev": -3.3}

---

The calculated energies rank the structures as follows, beginning with the most stable: run b, run a.

---

Run a
{"formula": "C5H5N2", "method": "the ωB97M-V functional and the def2-TZVPD basis", "symbols": ["C", "C", "C", "N", "C", "C", "N", "H", "H", "H", "H", "H"], "xyz": [[1.902, 0.516, -0.018], [0.481, 0.129, 0.016], [-0.207, -1.113, 0.094], [-1.523, -1.127, 0.033], [-2.355, -0.098, -0.071], [-1.613, 1.052, 0.040], [-0.357, 1.143, 0.037], [2.094, 0.885, -0.933], [2.677, -0.330, 0.270], [2.108, 1.264, 0.665], [0.234, -2.007, 0.083], [-3.440, -0.315, -0.215]], "gap_ev": 8.4340, "molar_mass_g_mol": 93.11, "smiles": "Cc1cncc#[n+]1", "e_lumo_ev": -7.55, "total_charge": 1, "e_homo_ev": -16.0}

---

Run b
{"formula": "C5H5N2", "method": "the ωB97M-V functional and the def2-TZVPD basis", "symbols": ["H", "N", "N", "C", "C", "C", "C", "C", "H", "H", "H", "H"], "xyz": [[-0.158, 0.572, 2.743], [-1.084, 0.500, 2.203], [-0.811, 0.218, 1.069], [-1.507, -0.443, 0.159], [-1.249, -1.032, -0.885], [-0.036, -1.079, -1.581], [0.876, -0.186, -0.984], [0.450, 0.648, 0.237], [0.342, -1.589, -2.458], [1.878, -0.232, -1.310], [1.218, 0.923, 1.027], [0.082, 1.701, -0.219]], "gap_ev": 8.1942, "molar_mass_g_mol": 93.11, "smiles": "[H]/N=[N+]1/C#CC=CC1", "e_lumo_ev": -6.46, "total_charge": 1, "e_homo_ev": -14.7}

---

The calculated energies rank the structures as follows, beginning with the most stable: run a, run b.